The following is a quantum chemistry calculation of a single C8H10N2O3S2 molecule, from the OMol25 dataset.

- SMILES string = Cc1ccc(S(=O)(=O)N(CS)N=O)cc1
- Kohn-Sham gap (eV) = 9.29
- energy above the lowest of the compared OMol25 structures with the same formula, charge and spin (kJ/mol) = 103.2
- E_tot (a.u.) = -1442.31156

Geometry (Å):
C: 1.9185 -0.4956 1.0683
C: 1.5844 -0.9319 -1.2906
C: 0.6069 -0.8060 1.2789
C: 0.2286 -1.0749 -1.0924
C: 2.4054 -0.5618 -0.2372
C: -0.2650 -1.0711 0.2235
C: 3.8675 -0.1799 -0.4399
C: -2.6689 1.4490 0.6260
N: -2.8334 0.4878 -1.5867
N: -2.5649 0.3640 -0.3193
O: -3.2334 1.5215 -2.0892
O: -2.5459 -1.2910 1.6677
O: -2.4665 -2.1615 -0.6286
S: -1.0269 2.0674 1.1758
S: -2.0341 -1.2506 0.3358
H: 2.4959 0.0150 1.8936
H: 2.1250 -0.8995 -2.2582
H: 0.1902 -0.5667 2.3070
H: -0.4404 -1.1180 -1.8462
H: 4.4754 -0.7829 0.1678
H: 4.2149 -0.3213 -1.4883
H: 4.0075 0.8713 -0.2127
H: -3.2320 2.2471 0.1300
H: -3.4160 1.1621 1.4837
H: -1.3929 3.3279 1.1312

***

The following is a quantum chemistry calculation of a single C8H10N2OS molecule, from the OMol25 dataset.

- SMILES string = C=CC(=O)[C@H](S)c1nccn1C
- Kohn-Sham gap (eV) = 8.74
- energy above the lowest of the compared OMol25 structures with the same formula, charge and spin (kJ/mol) = 181.4
- E_tot (a.u.) = -893.70615

Geometry (Å):
C: 1.5053 -2.3804 0.6507
C: 1.3489 -1.4574 1.6595
C: -0.1245 -1.0665 0.0473
C: 1.0421 2.0920 -2.1038
C: 0.4364 0.9505 -1.7928
C: -1.2496 -0.5027 -0.7049
C: -0.1351 0.6082 1.9836
C: -1.0001 0.9529 -1.3093
N: 0.5470 -2.1042 -0.3223
N: 0.2607 -0.6234 1.2419
O: -1.8883 1.7739 -1.3949
S: -2.7878 -0.6962 0.1971
H: 2.0531 -3.2584 0.5878
H: 1.7937 -1.4021 2.7697
H: 2.1518 2.0883 -2.3706
H: 0.4171 2.8663 -2.3525
H: 0.9675 0.0948 -1.4441
H: -1.3360 -1.0246 -1.7271
H: -0.8954 0.1882 2.7251
H: 0.8256 0.9803 2.4365
H: -0.6391 1.4192 1.4837
H: -3.2932 0.5013 -0.2606

***

The following is a quantum chemistry calculation of a gas-phase ion, C8H10N3O (charge +1), from the OMol25 dataset.

- Kohn-Sham gap (alpha / beta) (eV) = 8.04 / 8.03
- energy above the lowest of the compared OMol25 structures with the same formula, charge and spin (kJ/mol) = 615.9
- E_tot (a.u.) = -549.87723
- total charge = +1

Geometry (Å):
C: 1.9258 -0.1346 1.2987
C: 1.2468 0.8686 0.7095
C: 1.8920 -1.4599 0.7850
C: 0.5307 0.6913 -0.4498
C: 0.4405 -0.6158 -1.0488
C: 1.1572 -1.6507 -0.4266
C: -0.4834 1.7642 -0.8950
C: -1.4572 -0.0521 0.3972
N: -2.2196 -2.1123 1.2868
N: -1.9714 -1.1320 0.5954
N: -1.7801 1.1023 -0.4544
O: 1.1135 -2.8470 -0.9980
H: 2.5609 0.2081 2.1920
H: 1.3642 1.8933 1.0175
H: 2.2936 -2.2831 1.2173
H: -0.2233 2.7702 -0.6407
H: -0.7730 1.6327 -1.9986
H: -0.0747 -0.6612 -1.8687
H: -1.7082 -2.9729 1.0021
H: -2.3549 1.7165 0.2580
H: -2.3722 1.1855 -1.2918
H: 1.4799 -3.6338 -0.6496

***

The following is a quantum chemistry calculation of a gas-phase ion, C8H10N3O2 (charge +1), from the OMol25 dataset.

- SMILES string = C[N+]1(C)C(=O)N(O)c2cccnc21
- Kohn-Sham gap (eV) = 8.92
- energy above the lowest of the compared OMol25 structures with the same formula, charge and spin (kJ/mol) = 525.9
- E_tot (a.u.) = -625.18614
- total charge = +1

Geometry (Å):
C: 2.7911 -1.1919 0.0219
C: 1.7663 -2.1080 0.0584
C: 2.5958 0.1762 0.0634
C: 0.4575 -1.5505 0.0876
C: 0.4289 -0.1608 0.0952
C: -1.8891 -0.7847 0.0817
C: -1.2727 0.9909 -1.2693
C: -1.1410 1.4225 1.0678
N: 1.3945 0.6879 0.0932
N: -0.7656 -2.1645 0.2679
N: -0.9781 0.3913 0.0778
O: -3.0558 -0.9097 0.1146
O: -1.0906 -3.2417 -0.4478
H: 3.6724 -1.6009 -0.2321
H: 1.9837 -3.1842 -0.1371
H: 3.3620 0.8277 0.2481
H: -2.2485 1.2987 -1.0944
H: -0.5548 1.8511 -1.2690
H: -1.0431 0.2812 -2.0722
H: -2.0337 2.0597 0.7999
H: -1.3118 1.1937 2.2594
H: -0.1286 1.9759 1.0542
H: -1.8902 -3.5261 -0.0095

***

The following is a quantum chemistry calculation of a gas-phase ion, C8H10N3S (charge +1), from the OMol25 dataset.

- Kohn-Sham gap (eV) = 7.77
- energy above the lowest of the compared OMol25 structures with the same formula, charge and spin (kJ/mol) = 269.4
- E_tot (a.u.) = -872.93449
- total charge = +1

Geometry (Å):
C: 2.8721 -0.6303 0.6540
C: 2.5878 0.5416 0.0083
C: 1.9673 -1.7358 0.7734
C: 1.3333 0.5722 -0.6084
C: 0.7012 -1.5967 0.2264
C: 0.3972 -0.5262 -0.5946
C: -1.9806 0.7589 0.2113
C: -0.7622 -0.5399 -1.3568
N: -1.6098 -1.6286 -1.2231
N: -2.6016 -0.2409 0.6815
N: -2.0331 1.9290 0.6686
S: -2.2795 -1.8895 0.2993
H: 3.9108 -0.7008 1.0859
H: 3.2177 1.4541 -0.1332
H: 2.2911 -2.5858 1.4114
H: 1.0662 1.4081 -1.2221
H: 0.0295 -2.4847 0.0863
H: -0.7930 0.0647 -2.3270
H: -2.0829 -1.9594 -1.9681
H: -3.0768 -0.2698 1.5858
H: -1.7175 2.6216 -0.0165
H: -2.8500 2.2792 1.1826

***

The following is a quantum chemistry calculation of a gas-phase ion, C8H10N5 (charge +1), from the OMol25 dataset.

- SMILES string = CN1CC(=[NH2+])[C@H](C#N)C(CC#N)=N1
- Kohn-Sham gap (eV) = 6.99
- energy above the lowest of the compared OMol25 structures with the same formula, charge and spin (kJ/mol) = 421.0
- E_tot (a.u.) = -584.21162
- total charge = +1

Geometry (Å):
C: 1.7363 2.4464 -0.8022
C: -0.3727 2.0186 -3.3036
C: 0.4464 0.5311 -1.5505
C: -0.4364 0.6206 1.1428
C: 1.5376 1.0141 -0.5929
C: 1.0340 0.6739 0.8494
C: -2.3243 -0.7708 0.3300
C: 0.5096 0.9273 -2.9682
N: 1.7899 3.5735 -0.8984
N: -1.3358 2.5647 -3.5954
N: -0.6816 0.0348 -1.2426
N: 1.9038 0.2034 1.6908
N: -1.1182 -0.1083 -0.0608
H: -0.5567 0.0787 2.1182
H: -0.8598 1.7185 1.1441
H: 2.5541 0.8094 -0.8586
H: -3.0782 -0.1636 0.9349
H: -2.8798 -1.0116 -0.5136
H: -2.1573 -1.7828 0.9466
H: 1.5065 1.2048 -3.2668
H: 0.0878 0.1787 -3.5850
H: 2.8007 0.1953 1.4095
H: 1.4886 -0.2522 2.4876